An isolated molecule of C5H12N2O2. Source: the Open Molecules 2025 dataset; level of theory: the ωB97M-V functional and the def2-TZVPD basis.

Output
Structure (SMILES) ... CC/N=N/C(C)(C)OO
E_HOMO ... -8.7439 eV
Kohn-Sham gap ... 9.30 eV
LUMO ... 0.556 eV

Each atom is followed by the atoms it is bonded to, with distances in Å.
Geometry (Å):
1 N 0.847 -0.919 -0.386  N2 1.243, C8 1.456
2 N 0.089 0.064 -0.323  N1 1.243, C9 1.484
3 O -1.024 2.326 0.304  O4 1.455, H10 0.986
4 O -1.866 1.309 -0.308  O3 1.455, C9 1.370
5 C 2.686 0.593 -0.045  C8 1.548, H11 1.145, H12 1.093, H13 1.108
6 C -1.481 -0.130 1.475  C9 1.547, H14 1.041, H15 1.078, H16 1.172
7 C -2.154 -0.935 -0.813  C9 1.473, H17 1.116, H18 1.100, H19 1.081
8 C 2.241 -0.711 -0.751  N1 1.456, C5 1.548, H20 1.064, H21 1.142
9 C -1.371 0.057 -0.056  N2 1.484, O4 1.370, C6 1.547, C7 1.473
10 H -0.095 2.055 0.114  O3 0.986
11 H 2.303 0.672 1.032  C5 1.145
12 H 3.734 0.432 0.219  C5 1.093
13 H 2.574 1.531 -0.624  C5 1.108
14 H -2.455 0.068 1.786  C6 1.041
15 H -1.244 -1.165 1.661  C6 1.078
16 H -0.718 0.528 2.074  C6 1.172
17 H -1.538 -1.860 -0.915  C7 1.116
18 H -3.186 -1.104 -0.471  C7 1.100
19 H -2.292 -0.649 -1.846  C7 1.081
20 H 2.689 -1.528 -0.236  C8 1.064
21 H 2.260 -0.635 -1.890  C8 1.142